No. 1
Computed, not measured: a 6-piece molecular cluster, C5H21NO6 overall at a distorted geometry, with ωB97M-V with the def2-TZVPD basis set.

Summary:
- LUMO (eV) = 3.388
- calculated total energy (Eh) = -708.85382
- max |F| (eV Å⁻¹) = 3.537
- charge = -2
- orbital gap (eV) = 2.013

Element x y z (Å)
N: 15.28 -12.33 34.15
H: 15.94 -11.79 34.69
H: 14.74 -13.05 34.60
H: 15.82 -12.92 33.54
H: 14.61 -11.85 33.57
O: 13.00 -16.10 35.02
H: 12.10 -15.86 34.72
O: 19.22 -15.53 32.90
C: 20.40 -15.77 33.68
C: 20.15 -16.10 35.22
O: 19.36 -17.19 35.71
H: 21.06 -14.92 33.55
H: 21.08 -16.50 33.23
H: 19.79 -15.19 35.69
H: 21.16 -16.26 35.59
C: 19.15 -8.73 37.69
O: 17.90 -9.35 37.40
H: 18.95 -7.92 38.40
H: 19.83 -9.39 38.24
H: 19.63 -8.35 36.79
H: 17.70 -9.97 38.10
C: 10.98 -9.32 29.99
O: 12.11 -10.01 30.54
H: 11.20 -8.26 29.91
H: 10.98 -9.71 28.97
H: 10.04 -9.51 30.51
H: 12.89 -9.71 30.08
C: 18.86 -9.34 29.61
O: 17.78 -10.22 29.41
H: 18.90 -8.84 30.58
H: 19.72 -9.99 29.45
H: 18.65 -8.65 28.80
H: 18.06 -11.12 29.60

natural (NBO) atomic charge list, values in e, 2 entries: -1.050, 0.407

***

No. 2
Computed, not measured: C5H22B5CaF12MnN3O7 as an isolated structure at a distorted geometry, with ωB97M-V with the def2-TZVPD basis set.

Summary:
- LUMO (alpha / beta) (eV) = 3.513 / 3.513
- spin multiplicity = 6
- calculated total energy (Eh) = -4046.56796
- max |F| (eV Å⁻¹) = 1.960
- charge = -2
- orbital gap (alpha / beta) (eV) = 7.412 / 7.462

Element x y z (Å)
Mn: -1.59 -0.78 -2.20
Ca: -3.10 1.69 1.20
N: -2.95 -3.74 -1.32
O: -2.62 -2.64 -1.87
O: -3.43 -4.63 -2.03
O: -2.86 -3.83 -0.10
N: -4.64 0.62 -1.83
O: -4.54 0.82 -0.59
O: -5.71 0.77 -2.39
O: -3.65 0.16 -2.48
B: -2.57 3.93 0.10
H: -2.90 4.25 1.19
H: -2.42 4.90 -0.60
H: -1.60 3.28 0.14
H: -3.41 3.28 -0.38
B: -1.59 0.10 -0.07
H: -1.53 0.32 1.04
H: -0.56 -0.16 -0.59
H: -2.31 -0.79 -0.37
H: -1.94 1.06 -0.64
C: 1.41 -2.13 1.16
N: 2.31 -0.95 1.43
C: 1.61 -0.02 2.37
C: 3.54 -1.47 2.04
C: 2.56 -0.36 0.07
C: 3.59 0.75 0.03
O: 3.02 1.92 0.58
H: 0.49 -1.79 0.68
H: 1.19 -2.57 2.14
H: 1.96 -2.88 0.61
H: 1.29 -0.58 3.24
H: 0.71 0.22 1.81
H: 2.22 0.84 2.58
H: 4.10 -0.65 2.48
H: 4.12 -2.03 1.30
H: 3.23 -2.14 2.84
H: 1.61 0.01 -0.32
H: 2.87 -1.15 -0.61
H: 3.83 0.87 -1.03
H: 4.49 0.43 0.57
H: 3.67 2.64 0.54
B: -1.54 2.16 3.56
F: -1.91 3.35 4.15
F: -2.68 1.27 3.37
F: -1.12 2.44 2.24
F: -0.56 1.48 4.28
B: 0.91 1.34 -3.45
F: 1.05 0.98 -4.79
F: 2.04 0.96 -2.68
F: 0.70 2.71 -3.33
F: -0.22 0.61 -2.91
B: 1.10 -3.02 -2.24
F: 1.06 -3.29 -3.60
F: 0.10 -1.97 -2.00
F: 0.82 -4.11 -1.43
F: 2.36 -2.49 -1.88

natural (NBO) atomic charge list, values in e, 2 entries: 1.657, 1.835

***

No. 3
Computed, not measured: a 6-piece molecular cluster, C5H22N2O6 overall at a distorted geometry, with ωB97M-V with the def2-TZVPD basis set.

Summary:
- LUMO (eV) = 0.133
- calculated total energy (Eh) = -764.61095
- SMILES = CC(=O)N[C@H](C)CN.O.O.O.O.O
- energy above the lowest of the compared OMol25 structures with the same formula, charge and spin (kcal per mole) = 72.6
- max |F| (eV Å⁻¹) = 2.725
- charge = 0
- orbital gap (eV) = 9.582

Element x y z (Å)
C: 1.66 2.73 -0.88
C: 1.40 1.25 -0.69
O: 2.25 0.46 -1.08
N: 0.18 0.85 -0.21
C: 0.20 -0.37 0.59
C: -1.02 -1.32 0.33
C: 0.34 -0.14 2.10
N: 1.73 0.29 2.40
H: 1.34 3.22 -1.77
H: 1.36 3.26 0.02
H: 2.75 2.83 -0.77
H: -0.65 1.45 -0.16
H: 1.07 -0.95 0.24
H: -1.34 -1.87 1.21
H: -1.85 -0.76 -0.03
H: -0.64 -1.94 -0.50
H: 0.30 -1.06 2.71
H: -0.28 0.66 2.48
H: 2.38 -0.47 2.24
H: 2.04 1.11 1.91
O: 2.51 -2.08 -1.94
H: 2.25 -1.62 -1.12
H: 2.12 -1.55 -2.64
O: -2.25 0.03 -3.77
H: -1.45 -0.49 -3.82
H: -2.20 0.96 -3.54
O: -0.15 -3.86 -1.70
H: -0.43 -3.45 -0.89
H: -0.67 -3.42 -2.39
O: -3.20 1.14 -0.82
H: -3.65 0.31 -1.00
H: -2.68 0.89 -0.05
O: -1.54 1.23 4.52
H: -1.09 2.03 4.24
H: -0.79 0.66 4.76

natural (NBO) atomic charge list, values in e, 2 entries: -0.726, 0.689

***

No. 4
Computed, not measured: a 6-piece molecular cluster, C5H22N2O6 overall at a distorted geometry, with ωB97M-V with the def2-TZVPD basis set.

Summary:
- LUMO (alpha / beta) (eV) = -2.993 / -7.940
- spin multiplicity = 2
- calculated total energy (Eh) = -764.19858
- energy above the lowest of the compared OMol25 structures with the same formula, charge and spin (kcal per mole) = 94.0
- max |F| (eV Å⁻¹) = 6.865
- charge = +1
- orbital gap (alpha / beta) (eV) = 10.464 / 5.494

Element x y z (Å)
C: 0.27 -2.37 2.45
C: -0.37 -1.24 1.40
C: -1.10 -1.84 0.17
C: -2.58 -1.76 0.45
O: -3.11 -0.74 0.17
N: 0.66 -0.28 0.95
C: 1.23 0.32 2.08
N: 0.49 1.61 2.23
H: -0.38 -2.58 3.27
H: 0.59 -3.26 1.86
H: 1.29 -1.95 2.68
H: -1.16 -0.70 2.15
H: -0.75 -1.34 -0.61
H: -0.81 -2.94 0.24
H: -3.18 -2.57 0.88
H: 1.32 -0.57 0.15
H: 1.08 -0.03 3.23
H: 2.37 0.47 2.04
H: 1.19 2.30 2.30
H: -0.28 1.87 1.33
H: 3.23 2.28 -1.55
H: 2.16 1.39 -1.62
O: 3.09 1.34 -1.85
H: -1.72 0.30 -2.61
H: -0.55 -0.45 -3.23
O: -0.75 0.12 -2.55
H: 0.80 2.54 -0.92
H: -0.10 3.59 -0.87
O: 0.94 3.47 -0.92
H: -2.28 1.98 0.05
H: -1.21 1.65 -0.90
O: -1.82 2.33 -0.66
H: 2.47 -1.69 -2.82
H: 2.24 -2.66 -1.63
O: 1.78 -2.21 -2.31

natural (NBO) atomic charge list, values in e, 2 entries: -0.604, -0.048

***

No. 5
Computed, not measured: a 6-piece molecular cluster, C5H22NO5 overall at a distorted geometry, with ωB97M-V with the def2-TZVPD basis set.

Summary:
- LUMO (eV) = -3.254
- calculated total energy (Eh) = -634.31902
- energy above the lowest of the compared OMol25 structures with the same formula, charge and spin (kcal per mole) = 99.0
- max |F| (eV Å⁻¹) = 6.674
- charge = +1
- orbital gap (eV) = 9.566

Element x y z (Å)
C: 0.70 -2.25 -1.28
C: 0.82 -1.10 -0.17
C: 0.88 -1.57 1.26
C: 1.39 -0.43 2.13
C: 0.78 -0.11 3.25
N: -0.38 -0.10 -0.29
H: 1.34 -2.10 -2.15
H: 0.63 -3.36 -0.96
H: -0.36 -2.16 -1.58
H: 1.68 -0.37 -0.42
H: 1.65 -2.32 1.58
H: -0.03 -2.00 1.79
H: 2.33 0.14 1.92
H: 1.23 0.77 3.82
H: -0.27 -0.31 3.45
H: -0.33 0.67 0.35
H: -1.39 -0.53 -0.29
H: -0.40 0.41 -1.06
H: 0.43 1.27 -3.28
H: -0.68 2.33 -3.53
O: -0.36 1.67 -2.85
H: 3.22 -0.01 -1.84
H: 4.16 -0.05 -0.47
O: 3.32 0.26 -0.92
H: -0.59 2.56 -0.93
H: 0.91 2.79 -0.92
O: 0.14 2.58 -0.34
H: -2.69 0.42 1.36
H: -2.98 1.29 2.28
O: -3.06 0.42 2.18
H: -3.33 0.32 -1.71
H: -3.92 -0.91 -0.83
O: -3.22 -0.60 -1.29

natural (NBO) atomic charge list, values in e, 2 entries: -0.650, -0.068

***

No. 6
Computed, not measured: a 7-piece molecular cluster, C5H22NO8 overall at a distorted geometry, with ωB97M-V with the def2-TZVPD basis set.

Summary:
- LUMO (eV) = -2.921
- calculated total energy (Eh) = -860.01546
- energy above the lowest of the compared OMol25 structures with the same formula, charge and spin (kcal per mole) = 129.4
- max |F| (eV Å⁻¹) = 14.770
- charge = +1
- orbital gap (eV) = 10.387

Element x y z (Å)
O: 0.47 3.00 -1.81
C: 1.18 2.02 -1.52
O: 2.50 2.05 -1.94
C: 0.87 0.66 -1.12
C: 0.71 -0.17 -2.42
C: 0.24 -1.48 -1.96
C: -0.84 -2.00 -2.45
N: -0.50 0.59 -0.43
H: 2.54 2.97 -2.53
H: 1.83 0.36 -0.49
H: 0.03 0.19 -3.25
H: 1.73 -0.34 -2.99
H: 0.82 -2.05 -1.27
H: -1.27 -2.95 -2.16
H: -1.46 -1.47 -3.22
H: -1.30 0.04 -0.86
H: -0.29 0.12 0.47
H: -0.81 1.50 -0.12
H: 3.18 0.53 3.30
H: 2.04 1.72 3.16
O: 2.19 0.68 3.59
H: -0.67 -0.99 2.62
H: 0.87 -0.28 2.88
O: 0.37 -0.90 2.34
H: -3.66 -1.98 0.47
H: -4.29 -0.77 0.55
O: -3.49 -1.03 0.13
H: -2.75 0.38 2.22
H: -2.43 1.83 1.95
O: -2.16 0.91 1.72
H: 0.54 3.83 0.41
H: 2.00 3.21 1.13
O: 1.08 2.96 0.85
H: -0.40 -4.46 0.61
H: 0.73 -4.37 1.50
O: 0.39 -4.32 0.64

natural (NBO) atomic charge list, values in e, 2 entries: -0.624, 0.803